(1)
Formula: C35H42N4O14S
Source: OMol25
Level of theory: the ωB97M-V functional and the def2-TZVPD basis

Element x y z (Å)
C 2.897 -4.049 -2.932
C 3.075 -2.554 -2.765
O 2.230 -1.845 -3.668
C 2.814 -0.695 -4.236
C 2.776 0.493 -3.297
O 1.425 0.892 -3.196
C 1.091 1.405 -1.925
C 1.151 0.384 -0.804
O -0.040 -0.347 -0.576
C -0.569 -0.948 -1.720
S -1.470 -2.408 -1.175
C -2.649 -2.767 -2.484
C -2.290 -2.243 -3.876
C -3.442 -2.598 -4.819
O -1.079 -2.809 -4.317
C -0.257 -3.913 -1.219
O 0.592 -3.869 -0.348
O -0.519 -4.728 -2.097
H 3.541 -4.448 -3.711
H 1.861 -4.250 -3.186
H 3.144 -4.531 -1.990
H 4.109 -2.239 -2.928
H 2.807 -2.292 -1.737
H 2.160 -0.427 -5.066
H 3.814 -0.871 -4.639
H 3.235 0.269 -2.338
H 3.397 1.271 -3.754
H 1.678 2.291 -1.673
H 0.058 1.746 -2.002
H 1.334 0.935 0.117
H 1.987 -0.309 -0.913
H 0.167 -1.236 -2.475
H -1.273 -0.274 -2.209
H -3.620 -2.357 -2.215
H -2.734 -3.849 -2.514
H -2.186 -1.161 -3.913
H -4.375 -2.235 -4.391
H -3.303 -2.031 -5.737
H -3.485 -3.664 -5.022
H -1.249 -3.551 -4.900
C 1.149 -2.028 1.913
C 1.393 -3.182 2.645
C 1.948 -3.096 3.914
C 2.249 -1.847 4.429
C 2.022 -0.691 3.708
C 1.468 -0.784 2.445
N 2.814 -1.737 5.780
O 3.027 -2.760 6.394
O 3.034 -0.618 6.212
H 0.712 -2.102 0.931
H 1.146 -4.145 2.222
H 2.138 -3.991 4.487
H 2.271 0.272 4.121
H 1.283 0.117 1.876
C 0.376 3.486 7.813
C -0.668 4.182 7.217
C -0.906 4.050 5.859
C -0.091 3.215 5.118
C 0.956 2.520 5.694
C 1.189 2.659 7.051
N -0.358 3.053 3.679
O -1.275 3.686 3.202
O 0.350 2.290 3.050
H 0.555 3.588 8.875
H -1.300 4.827 7.812
H -1.717 4.588 5.392
H 1.584 1.875 5.102
H 2.003 2.116 7.513
C -8.588 1.290 -4.543
C -9.280 0.668 -3.512
C -8.606 -0.141 -2.613
C -7.243 -0.311 -2.761
C -6.538 0.294 -3.784
C -7.220 1.100 -4.681
N -6.522 -1.153 -1.795
O -7.162 -1.686 -0.920
O -5.315 -1.263 -1.931
H -9.117 1.925 -5.240
H -10.346 0.816 -3.407
H -9.140 -0.627 -1.810
H -5.473 0.147 -3.886
H -6.683 1.583 -5.485
C 4.065 3.246 3.598
C 3.501 2.242 2.821
C 3.809 2.155 1.474
C 4.682 3.077 0.925
C 5.248 4.086 1.681
C 4.933 4.167 3.028
N 5.022 2.972 -0.504
O 4.483 2.085 -1.138
O 5.809 3.769 -0.963
H 3.827 3.309 4.652
H 2.823 1.526 3.265
H 3.375 1.376 0.867
H 5.923 4.799 1.234
H 5.369 4.949 3.634

Results
- charge = 0
- electronic energy (eV) = -82424.0332
- energy above the lowest of the compared OMol25 structures with the same formula, charge and spin (kJ/mol) = 33.71
- orbital gap (eV) = 8.32
- E_HOMO (eV) = -9.3

(2)
Formula: C35H43AsN6O2Si2Ti
Source: OMol25
Level of theory: the ωB97M-V functional and the def2-TZVPD basis

Element x y z (Å)
Ti 0.837 -0.518 -0.422
C -0.275 -4.942 -3.763
C -0.636 -4.843 -2.426
C 0.055 -4.005 -1.564
C 1.122 -3.222 -2.019
C 1.478 -3.333 -3.371
C 0.793 -4.180 -4.226
N 1.754 -2.320 -1.162
C 3.122 -2.324 -1.105
C 3.943 -3.440 -1.347
C 5.322 -3.353 -1.229
C 5.937 -2.154 -0.871
C 5.154 -1.031 -0.645
C 3.767 -1.106 -0.762
N 2.900 -0.040 -0.633
N 3.415 1.172 -0.571
C 2.428 2.096 -0.615
C 2.749 3.469 -0.712
C 1.742 4.380 -0.881
C 0.411 3.942 -0.954
C 0.167 2.595 -0.816
N 1.135 1.689 -0.646
H -0.822 -5.590 -4.437
H -1.470 -5.424 -2.046
H -0.220 -3.930 -0.520
H 2.292 -2.721 -3.741
H 1.080 -4.229 -5.271
H 3.480 -4.379 -1.623
H 5.925 -4.237 -1.410
H 7.015 -2.097 -0.776
H 5.591 -0.075 -0.386
H 3.792 3.753 -0.669
H 1.973 5.436 -0.965
H -0.409 4.633 -1.084
H -0.842 2.203 -0.824
C 1.132 -2.752 3.234
C 0.397 -2.135 2.072
O 1.064 -1.243 1.432
C -0.882 -2.535 1.776
C -1.654 -2.081 0.669
C -3.094 -2.506 0.597
N -1.140 -1.351 -0.280
N -1.995 -1.080 -1.351
C -1.317 -0.567 -2.334
O -0.065 -0.287 -2.312
C -2.065 -0.296 -3.599
C -3.444 -0.474 -3.688
C -4.110 -0.214 -4.875
C -3.408 0.224 -5.993
C -2.034 0.403 -5.909
C -1.368 0.148 -4.718
H 1.987 -3.312 2.846
H 1.524 -1.960 3.876
H 0.496 -3.417 3.817
H -1.358 -3.231 2.452
H -3.307 -3.257 1.358
H -3.727 -1.633 0.776
H -3.338 -2.885 -0.395
H -3.973 -0.816 -2.809
H -5.184 -0.351 -4.931
H -3.930 0.427 -6.921
H -1.479 0.747 -6.774
H -0.298 0.285 -4.627
C -3.512 3.294 3.975
Si -2.509 3.069 2.372
C -3.793 2.822 0.991
C -1.821 4.814 2.037
As -1.086 1.275 2.281
Si 0.431 1.802 3.928
C 0.173 0.773 5.508
C 2.192 1.415 3.354
C 0.512 3.596 4.552
H -4.247 4.103 3.877
H -2.852 3.532 4.814
H -4.038 2.368 4.218
H -4.721 3.363 1.205
H -4.029 1.764 0.857
H -3.401 3.196 0.041
H -2.645 5.517 1.859
H -1.179 4.800 1.154
H -1.233 5.189 2.876
H 0.161 -0.291 5.259
H -0.792 1.015 5.960
H 0.964 0.952 6.246
H 2.221 0.497 2.765
H 2.876 1.306 4.205
H 2.568 2.225 2.722
H -0.440 3.930 4.973
H 0.787 4.272 3.741
H 1.276 3.674 5.336

Results
- expectation value of S² = 2.0253
- charge = -2
- electronic energy (eV) = -149744.3625
- multiplicity = 3
- energy above the lowest of the compared OMol25 structures with the same formula, charge and spin (kJ/mol) = 26.65
- orbital gap (spin up / spin down) (eV) = 5.27 / 5.19
- E_HOMO (spin up / spin down) (eV) = -0.8 / -0.8

(3)
Formula: C35H43Cl2HfN2O2P3
Source: OMol25
Level of theory: the ωB97M-V functional and the def2-TZVPD basis

Element x y z (Å)
P -3.524 4.710 0.809
C -4.234 3.784 2.110
C -4.301 4.729 3.181
H -3.619 5.582 3.153
C -5.309 4.623 4.117
H -5.421 5.409 4.862
C -6.162 3.509 4.067
H -6.962 3.444 4.800
C -5.994 2.488 3.120
H -6.659 1.620 3.144
C -5.003 2.589 2.137
H -4.819 1.801 1.399
C -1.843 5.237 1.092
C -0.992 4.916 2.188
H -1.248 4.079 2.842
C 0.137 5.706 2.428
H 0.767 5.528 3.314
C 0.434 6.780 1.569
H 1.273 7.442 1.793
C -0.335 7.031 0.420
H -0.124 7.876 -0.247
C -1.418 6.210 0.145
H -2.042 6.371 -0.736
C -3.949 4.339 -0.869
C -4.977 5.326 -0.932
H -5.240 5.825 0.012
C -5.543 5.673 -2.143
H -6.282 6.478 -2.165
C -5.131 4.966 -3.289
H -5.586 5.239 -4.239
C -4.175 3.940 -3.235
H -3.907 3.398 -4.152
C -3.550 3.611 -2.018
H -2.828 2.791 -1.948
Hf 0.185 -0.524 -0.004
C 1.672 1.005 -0.981
C 1.553 2.333 -1.182
H 2.543 0.467 -1.397
C 0.311 3.172 -0.802
O -0.216 3.722 -2.027
H -1.092 4.104 -1.852
C -0.550 2.262 -0.245
H 0.491 3.871 0.012
C -0.994 1.097 0.127
Cl 1.800 -2.123 -0.083
Cl -1.647 -1.579 1.275
P 0.842 0.457 2.419
C 1.157 -1.106 3.290
H 2.004 -1.622 2.831
H 0.286 -1.763 3.194
H 1.340 -0.876 4.345
C 2.455 1.261 2.340
H 2.324 2.293 1.994
H 3.078 0.732 1.612
H 2.915 1.244 3.332
C -0.062 1.405 3.646
H -1.134 1.220 3.559
H 0.118 2.476 3.534
H 0.265 1.095 4.643
P 2.898 3.390 -1.891
C 4.425 2.438 -1.938
C 3.129 4.860 -0.875
H 4.233 1.460 -2.407
H 4.813 2.308 -0.914
H 5.163 2.996 -2.537
H 2.246 5.508 -0.887
H 3.982 5.437 -1.257
H 3.357 4.578 0.159
C 2.452 3.924 -3.548
H 2.306 3.052 -4.194
H 3.261 4.534 -3.968
H 1.529 4.512 -3.516
H -2.095 1.234 0.411
N -1.743 -4.412 -5.414
C -1.194 -3.163 -5.570
O -0.717 -2.763 -6.618
C -1.274 -2.301 -4.354
C -2.010 -2.633 -3.212
C -1.872 -1.862 -2.070
N -0.893 -0.910 -1.966
C -0.464 -0.366 -3.152
C -0.553 -1.098 -4.326
H -1.607 -5.043 -6.205
H -1.864 -4.836 -4.515
H -2.643 -3.514 -3.163
H -2.476 -2.062 -1.186
H 0.018 0.611 -3.130
H 0.007 -0.780 -5.195

Results
- charge = +2
- electronic energy (eV) = -98270.1854
- energy above the lowest of the compared OMol25 structures with the same formula, charge and spin (kJ/mol) = 434.48
- orbital gap (spin up / spin down) (eV) = 3.99 / 3.99
- E_HOMO (spin up / spin down) (eV) = -10.9 / -10.9

(4)
Formula: C35H43Cl2N2O2P3V
Source: OMol25
Level of theory: the ωB97M-V functional and the def2-TZVPD basis

Element x y z (Å)
P 1.518 1.013 -2.577
C 3.179 1.191 -3.398
C 3.582 0.554 -4.585
H 2.920 -0.152 -5.090
C 4.835 0.820 -5.151
H 5.122 0.334 -6.088
C 5.713 1.709 -4.525
H 6.691 1.916 -4.961
C 5.332 2.336 -3.331
H 6.008 3.039 -2.837
C 4.082 2.075 -2.769
H 3.781 2.562 -1.841
C 0.856 -0.333 -3.670
C 1.179 -1.651 -3.287
H 1.761 -1.809 -2.377
C 0.787 -2.735 -4.073
H 1.062 -3.748 -3.767
C 0.056 -2.524 -5.249
H -0.250 -3.375 -5.859
C -0.276 -1.223 -5.636
H -0.838 -1.050 -6.559
C 0.116 -0.135 -4.848
H -0.155 0.872 -5.170
C 0.693 2.453 -3.423
C 1.241 3.201 -4.480
H 2.249 2.995 -4.844
C 0.502 4.219 -5.096
H 0.939 4.780 -5.928
C -0.789 4.513 -4.653
H -1.370 5.303 -5.131
C -1.339 3.791 -3.586
H -2.351 4.007 -3.237
C -0.598 2.786 -2.962
H -1.015 2.247 -2.109
V 0.354 -0.556 2.949
C -1.407 -1.565 2.541
C -1.882 -1.656 1.295
H -1.952 -1.988 3.408
C -1.067 -1.091 0.171
O -1.886 -0.127 -0.538
H -1.361 0.407 -1.150
C 0.158 -0.411 0.694
H -0.782 -1.890 -0.532
C 1.121 0.371 0.515
Cl -0.012 -1.333 5.059
Cl 2.430 0.289 3.343
P 1.641 -2.675 2.949
C 2.562 -3.164 4.457
H 1.858 -3.383 5.271
H 3.222 -2.340 4.760
H 3.167 -4.056 4.235
C 0.671 -4.168 2.590
H 0.164 -4.044 1.626
H -0.081 -4.313 3.375
H 1.345 -5.035 2.546
C 2.944 -2.651 1.684
H 3.628 -1.823 1.907
H 2.479 -2.492 0.704
H 3.468 -3.616 1.714
P -3.541 -2.357 0.963
C -4.096 -3.246 2.413
C -3.284 -3.447 -0.438
H -4.211 -2.555 3.262
H -3.384 -4.045 2.675
H -5.075 -3.695 2.173
H -2.831 -2.879 -1.263
H -4.255 -3.858 -0.748
H -2.614 -4.266 -0.136
C -4.603 -0.963 0.599
H -4.759 -0.382 1.521
H -5.564 -1.333 0.219
H -4.096 -0.336 -0.148
H 1.832 1.039 0.027
N -3.155 4.286 6.840
C -2.067 4.514 6.011
O -1.485 5.589 6.006
C -1.675 3.382 5.112
C -2.434 2.215 4.947
C -1.909 1.147 4.217
N -0.692 1.201 3.619
C -0.039 2.386 3.639
C -0.475 3.470 4.392
H -3.344 5.006 7.516
H -3.398 3.348 7.102
H -3.422 2.096 5.387
H -2.454 0.209 4.123
H 0.889 2.436 3.068
H 0.139 4.367 4.425

Results
- expectation value of S² = 0.7770
- charge = +2
- electronic energy (eV) = -122652.9336
- multiplicity = 2
- energy above the lowest of the compared OMol25 structures with the same formula, charge and spin (kJ/mol) = 0.00
- orbital gap (spin up / spin down) (eV) = 5.03 / 5.56
- E_HOMO (spin up / spin down) (eV) = -12.6 / -12.6

(5)
Formula: C35H43ClIrNP2S4
Source: OMol25
Level of theory: the ωB97M-V functional and the def2-TZVPD basis

Element x y z (Å)
Ir 0.404 0.149 0.054
C -1.235 2.739 1.576
C -1.448 3.237 0.157
S -1.208 1.947 -1.099
C -0.178 2.798 -2.321
C 1.165 3.300 -1.816
S 2.132 1.977 -1.047
C 2.656 2.693 0.528
C 1.560 3.147 1.478
S 0.317 1.876 1.891
H -1.998 2.014 1.869
H -1.286 3.574 2.276
H -0.796 4.072 -0.089
H -2.476 3.583 0.056
H -0.764 3.621 -2.729
H -0.037 2.057 -3.108
H 1.077 4.131 -1.119
H 1.739 3.654 -2.672
H 3.311 3.537 0.306
H 3.269 1.913 0.981
H 1.030 4.021 1.104
H 2.020 3.419 2.427
C -1.494 -7.960 -2.161
S -2.585 -6.570 -2.079
C -2.734 -6.235 -0.333
C -2.615 -4.738 0.001
C -1.243 -4.141 -0.334
N -1.137 -2.744 0.096
P -1.380 -1.409 -0.926
C -3.024 -1.691 -1.643
C -3.167 -2.531 -2.753
C -4.430 -2.789 -3.268
C -5.555 -2.209 -2.688
C -5.414 -1.358 -1.601
C -4.151 -1.088 -1.089
C -0.298 -1.553 -2.377
C -0.581 -0.698 -3.452
C 0.164 -0.774 -4.617
C 1.208 -1.690 -4.716
C 1.508 -2.523 -3.647
C 0.758 -2.455 -2.479
P -0.224 -2.203 1.456
C 0.054 -3.666 2.487
C 1.345 -4.164 2.651
C 1.575 -5.210 3.537
C 0.519 -5.754 4.253
C -0.775 -5.262 4.086
C -1.012 -4.212 3.213
C -1.357 -1.228 2.499
C -2.688 -0.971 2.188
C -3.491 -0.263 3.077
C -2.962 0.197 4.276
C -1.631 -0.058 4.592
C -0.830 -0.768 3.708
H -1.328 -8.199 -3.210
H -1.970 -8.806 -1.649
H -0.556 -7.706 -1.659
H -2.008 -6.855 0.194
H -3.745 -6.582 -0.077
H -2.792 -4.649 1.072
H -3.398 -4.181 -0.518
H -1.058 -4.203 -1.413
H -0.466 -4.722 0.170
H -2.299 -2.974 -3.229
H -4.535 -3.430 -4.136
H -6.538 -2.402 -3.100
H -6.286 -0.893 -1.158
H -4.055 -0.384 -0.270
H -1.414 -0.004 -3.387
H -0.078 -0.136 -5.458
H 1.782 -1.756 -5.631
H 2.320 -3.236 -3.726
H 0.995 -3.116 -1.651
H 2.171 -3.732 2.098
H 2.581 -5.585 3.680
H 0.704 -6.554 4.958
H -1.592 -5.683 4.658
H -2.011 -3.803 3.118
H -3.116 -1.362 1.272
H -4.535 -0.092 2.845
H -3.589 0.738 4.974
H -1.222 0.287 5.533
H 0.204 -0.976 3.969
Cl 2.596 -0.814 1.805
C 2.351 -0.840 0.033
H 2.350 -1.867 -0.309
H 3.161 -0.277 -0.417

Results
- expectation value of S² = 8.7775
- charge = +3
- electronic energy (eV) = -115735.6632
- multiplicity = 6
- energy above the lowest of the compared OMol25 structures with the same formula, charge and spin (kJ/mol) = 83.49
- orbital gap (spin up / spin down) (eV) = 7.60 / 3.90
- E_HOMO (spin up / spin down) (eV) = -14.4 / -15.5